(1)
C4H3O2 | ωB97M-V/def2-TZVPD

max |F|	2.57	eV/Å
ΔE to the lowest compared entry with this formula, charge and spin	27.17	kcal/mol
molar mass	83.07	g/mol
gap between HOMO and LUMO	5.63	eV
charge	-1
HOMO level	-0.06706	Eh

```
9
Properties=species:S:1:pos:R:3:forces:R:3:lowdin_charge:R:1
C 1.08380 -1.53556 -0.28832 1.0 -1.6 -0.4 -0.065
C 0.49683 -0.50408 -0.06172 -1.0 2.2 0.9 -0.416
C -2.87150 -0.09849 -0.11577 -0.2 1.7 -1.3 -0.466
C -0.17020 0.72320 0.05783 0.2 1.9 0.6 -0.238
O -3.12361 0.59012 -1.05869 0.4 -1.7 1.8 0.100
O -2.89513 -0.78213 0.83044 0.0 0.1 -0.5 0.139
H 1.10425 -2.53907 -0.61834 0.0 -0.4 0.0 -0.053
H 0.13066 1.36046 -0.78947 -0.4 -0.2 -0.1 -0.015
H -0.09338 1.47482 0.95118 0.0 -2.1 -1.0 0.014
```
Forces are in eV/Å.

(2)
C5H5NO2 | ωB97M-V/def2-TZVPD

max |F|	4.93	eV/Å
ΔE to the lowest compared entry with this formula, charge and spin	121.72	kcal/mol
molar mass	111.10	g/mol
gap between HOMO and LUMO	10.51	eV
HOMO level	-0.36146	Eh

```
13
Properties=species:S:1:pos:R:3:forces:R:3:lowdin_charge:R:1
O -0.49838 2.81167 -0.80943 0.2 2.0 0.2 0.130
C -0.36067 1.65251 -0.63825 -1.7 0.9 -0.2 -0.517
N -0.88885 0.64206 -1.39380 -2.6 -1.7 -2.5 0.101
C -0.66695 -0.43109 -0.24309 2.2 1.6 -1.1 -0.085
C 0.27862 -1.55904 0.24818 0.3 -2.8 -1.8 -0.020
C 1.06663 -1.07859 1.17415 -1.6 4.4 1.5 -0.042
O 0.79417 0.37478 1.45137 0.9 -1.7 1.3 -0.033
C 0.30419 0.68353 0.20465 2.4 -1.7 0.8 -0.299
H -1.89473 0.86606 -1.81030 2.9 -1.0 1.0 0.198
H -1.65514 -0.46599 0.10841 -0.9 -0.3 1.6 0.123
H 0.49397 -2.67807 0.14449 -1.3 1.6 -0.6 0.133
H 1.71902 -1.43635 1.90776 0.8 -0.9 0.6 0.110
H 1.30812 0.61852 -0.34414 -1.6 -0.3 -0.7 0.199
```
Forces are in eV/Å.

(3)
C2H9NOS2 | ωB97M-V/def2-TZVPD

max |F|	0.85	eV/Å
ΔE to the lowest compared entry with this formula, charge and spin	5.81	kcal/mol
molar mass	127.23	g/mol
gap between HOMO and LUMO	9.64	eV
HOMO level	-0.33223	Eh

```
15
Properties=species:S:1:pos:R:3:forces:R:3:lowdin_charge:R:1
C -2.84940 -1.36749 0.83749 0.5 -0.2 -0.6 -0.476
S -1.26446 -0.89518 1.58429 -0.2 0.3 0.0 0.348
S 0.06485 -2.03879 0.55391 0.2 -0.4 0.0 0.308
H -3.57634 -0.59039 1.04423 -0.2 -0.1 0.3 0.028
H -3.13661 -2.35647 1.16983 -0.3 0.0 0.3 0.025
H -2.71323 -1.41767 -0.24374 0.0 0.1 0.1 0.025
H 0.18041 -1.32395 -0.57848 0.0 0.2 0.0 -0.204
N 1.25159 1.76015 0.42792 -0.3 0.0 0.2 0.027
C 2.11291 1.22453 -0.55753 -0.7 -0.2 -0.5 -0.344
O 1.33255 0.67529 -1.66060 -0.1 0.1 0.2 -0.115
H 0.65914 2.48464 0.04037 0.1 0.0 0.0 0.078
H 0.64040 1.04648 0.80656 0.0 0.0 0.1 0.007
H 2.71760 2.05052 -0.94636 0.3 -0.4 0.1 0.114
H 2.65957 0.38597 -0.12466 0.4 0.3 0.0 0.110
H 1.92101 0.36236 -2.35324 0.1 0.0 0.0 0.070
```
Forces are in eV/Å.

(4)
C10H11FO | ωB97M-V/def2-TZVPD

max |F|	4.95	eV/Å
ΔE to the lowest compared entry with this formula, charge and spin	28.08	kcal/mol
molar mass	166.20	g/mol
gap between HOMO and LUMO	9.63	eV
HOMO level	-0.32355	Eh

```
23
Properties=species:S:1:pos:R:3:forces:R:3:lowdin_charge:R:1
C 0.77091 -1.88506 -0.40701 1.2 -1.9 0.6 0.025
C 1.57345 -1.16499 0.37153 1.1 -0.1 0.2 -0.169
C 2.21754 0.12276 0.05632 -4.1 0.9 -1.2 -0.173
F 2.29714 0.28021 -1.32380 -0.2 0.6 0.0 -0.026
C 0.98095 1.30658 0.80475 3.1 -1.1 -2.0 -0.237
O 1.29091 2.64105 0.56840 0.5 0.1 0.0 0.009
C -0.31340 0.86913 0.38377 -2.1 -0.7 -1.3 -0.209
C -0.90134 1.17333 -0.88464 -0.4 -2.6 4.2 0.001
C -2.07433 0.56099 -1.20990 0.0 0.4 -0.9 -0.073
C -2.62499 -0.53048 -0.55423 0.6 0.7 -0.8 -0.080
C -1.98444 -0.88887 0.54971 1.2 -0.4 3.3 -0.122
C -0.96838 -0.10997 1.11679 -0.4 0.5 -0.1 -0.053
H 0.41468 -2.91305 -0.11803 0.2 1.4 0.0 0.092
H 0.70496 -1.68222 -1.45257 -0.3 0.5 -0.5 0.066
H 1.83558 -1.36211 1.39940 -0.5 -0.8 0.4 0.112
H 3.17881 0.31921 0.41630 1.3 0.2 1.0 0.118
H 1.21820 0.96662 1.77087 0.0 0.4 1.7 0.117
H 1.68338 2.73513 -0.30940 -0.1 -0.1 0.1 0.102
H -0.46778 1.76430 -1.56836 1.5 2.5 -2.1 0.079
H -2.44536 1.01384 -2.07615 -1.3 -0.1 -1.5 0.089
H -3.39713 -1.17206 -0.84441 -1.3 -0.3 -1.1 0.095
H -2.18811 -1.77609 1.13710 -0.7 0.0 -0.2 0.113
H -0.80126 -0.26825 2.17357 0.8 -0.2 0.0 0.122
```
Forces are in eV/Å.

(5)
C13H16N2O2S | ωB97M-V/def2-TZVPD

max |F|	0.77	eV/Å
ΔE to the lowest compared entry with this formula, charge and spin	9.39	kcal/mol
molar mass	264.35	g/mol
gap between HOMO and LUMO	8.58	eV
HOMO level	-0.29610	Eh

```
34
Properties=species:S:1:pos:R:3:forces:R:3:lowdin_charge:R:1
C -5.30059 -0.08843 -0.78934 0.2 0.1 -0.1 -0.111
C -3.86658 -0.25725 -1.27844 -0.1 -0.2 0.1 -0.284
C -3.11550 -1.37891 -0.56245 0.0 0.2 -0.2 -0.278
C -2.82911 -1.09110 0.90197 0.3 0.0 -0.1 -0.450
S -1.77944 0.38086 1.13005 -0.3 0.2 0.2 0.998
C -0.24926 -0.29033 0.66182 -0.1 -0.4 0.0 -0.602
N -0.05780 -1.52552 0.29840 -0.5 0.0 0.1 0.126
C 1.28514 -1.61853 0.02737 0.5 0.6 0.0 -0.219
C 2.04038 -2.70118 -0.40363 -0.1 0.2 0.1 -0.015
C 3.39076 -2.49728 -0.60379 0.1 -0.1 -0.1 -0.100
C 3.98688 -1.25525 -0.38597 0.1 0.0 0.0 -0.098
C 3.25321 -0.16552 0.04427 0.0 0.2 0.0 -0.017
C 1.89992 -0.36484 0.24887 0.1 -0.7 -0.2 -0.163
N 0.88973 0.47082 0.67460 -0.1 -0.2 0.1 -0.038
C 1.00285 1.86597 0.96256 0.0 0.2 -0.1 -0.049
C 1.08041 2.72662 -0.29459 0.2 0.3 0.0 -0.509
O 1.53312 3.83617 -0.32300 0.1 0.1 0.2 0.117
O 0.57207 2.10669 -1.35700 -0.3 -0.5 -0.4 0.131
H -5.32705 0.23288 0.24886 -0.1 0.0 0.1 0.063
H -5.84633 -1.02589 -0.87543 -0.1 -0.1 0.0 0.074
H -5.81440 0.66251 -1.38485 -0.1 0.1 0.0 0.069
H -3.32423 0.68135 -1.14363 0.0 0.0 -0.1 0.080
H -3.88024 -0.48074 -2.34730 0.0 0.1 0.0 0.106
H -3.70115 -2.30048 -0.61147 0.0 -0.1 0.0 0.115
H -2.16282 -1.56185 -1.06301 -0.1 -0.1 0.0 0.094
H -2.29058 -1.91926 1.35924 -0.1 0.0 0.1 0.073
H -3.73717 -0.87915 1.46401 0.0 0.0 0.1 0.069
H 1.57772 -3.65997 -0.57285 -0.1 -0.1 0.0 0.109
H 4.00622 -3.31862 -0.93977 0.1 -0.1 0.0 0.098
H 5.04667 -1.14256 -0.55914 0.1 0.0 0.0 0.099
H 3.71664 0.79620 0.20732 0.1 0.1 0.0 0.110
H 1.89256 2.06209 1.56939 -0.2 0.0 -0.1 0.147
H 0.12049 2.18739 1.52754 0.2 0.0 0.0 0.115
H 0.61879 2.67236 -2.14388 0.1 0.1 0.3 0.142
```
Forces are in eV/Å.

(6)
C5H7N | ωB97M-V/def2-TZVPD

max |F|	1.38	eV/Å
ΔE to the lowest compared entry with this formula, charge and spin	72.17	kcal/mol
molar mass	81.12	g/mol
gap between HOMO and LUMO	10.37	eV
HOMO level	-0.37180	Eh

```
13
Properties=species:S:1:pos:R:3:forces:R:3:lowdin_charge:R:1
N -1.22684 1.93227 -1.77563 0.9 -0.7 0.6 0.162
C -0.37634 1.34942 -1.24292 -0.9 0.8 -0.7 -0.173
C 0.69937 0.71980 -0.60050 0.3 0.0 -0.1 -0.241
C 1.83594 0.11020 -0.69496 -0.1 0.1 -0.3 0.039
C 1.46976 0.56232 0.67484 0.0 0.1 0.5 -0.092
H 2.58443 -0.30846 -1.34090 0.0 -0.1 0.0 0.109
H 1.14649 -0.15106 1.42825 -0.1 -0.1 -0.1 0.080
H 1.95540 1.43758 1.09336 0.1 0.1 0.0 0.087
C -1.63462 -1.15703 0.49229 0.0 0.0 0.0 -0.049
H -2.09196 -2.08127 0.84563 0.0 0.1 0.0 0.020
H -1.44471 -0.48984 1.33525 -0.1 -0.1 -0.1 0.025
H -2.30135 -0.66386 -0.21656 0.1 -0.1 0.1 0.021
H -0.68784 -1.39069 -0.00217 -0.2 0.0 0.1 0.011
```
Forces are in eV/Å.

(7)
C5H6N2O3 | ωB97M-V/def2-TZVPD

max |F|	2.15	eV/Å
ΔE to the lowest compared entry with this formula, charge and spin	135.04	kcal/mol
molar mass	142.11	g/mol
gap between HOMO and LUMO (spin up / spin down)	9.32 / 9.30	eV
HOMO level (spin up / spin down)	-0.35721 / -0.35662	Eh

```
16
Properties=species:S:1:pos:R:3:forces:R:3:lowdin_charge:R:1
C 1.91257 -0.92212 -0.05031 -0.2 0.2 0.0 -0.047
C 2.48233 0.34212 0.02281 0.0 0.0 0.0 -0.051
C 0.53390 -1.02577 -0.13720 -0.1 0.1 0.0 0.012
C 1.65450 1.45460 -0.01456 0.4 -0.1 0.0 -0.111
C -0.16490 0.16645 -0.12970 -0.8 -0.9 1.3 -0.185
N 0.33205 1.36423 -0.06689 -0.6 -0.1 0.0 0.151
N -1.72499 0.05410 -0.16533 -1.1 -0.5 -0.9 -0.300
O -2.21093 1.23908 0.30998 0.1 0.7 0.5 0.050
O -2.10209 -0.32205 -1.27093 0.0 0.1 -0.1 0.003
O -2.73670 -1.00641 0.99241 1.7 1.4 0.1 -0.121
H 2.52367 -1.81130 -0.01442 0.0 0.0 0.0 0.112
H 3.55020 0.45768 0.12039 0.1 0.1 0.0 0.105
H 0.02344 -1.97301 -0.18633 -0.1 -0.1 0.0 0.122
H 2.04720 2.46003 0.02827 0.1 0.0 0.0 0.112
H -3.16404 1.28264 0.12199 0.2 -0.7 -0.1 0.136
H -2.95624 -1.76026 0.43980 0.2 -0.2 -0.6 0.012
```
Forces are in eV/Å.